A structure of composition C15H31NO3P2W at a distorted geometry, computed with ωB97M-V/def2-TZVPD.

XYZ file:
```
53
Properties=species:S:1:pos:R:3:forces:R:3
P 0.05238 2.32132 2.54392 -0.75 -2.22 -2.64
P 3.69373 -2.22576 -1.34777 3.13 -0.80 -2.61
C -0.52109 -1.46395 1.18326 2.37 -1.75 0.15
C 0.68065 -1.51367 0.31298 0.99 0.08 1.64
H -1.25905 -2.26772 1.06421 0.19 0.19 0.17
H -0.41311 -1.03994 2.18891 -0.39 0.13 -0.57
H 1.59238 -0.97328 0.62591 -0.29 -0.47 0.33
H 0.87299 -2.44260 -0.24527 -0.28 0.40 -0.13
C 2.70566 -2.20987 -2.86885 -0.79 0.35 0.38
H 3.45656 -2.07876 -3.66316 -0.17 0.16 0.28
H 1.96504 -1.39849 -2.87131 0.40 -0.15 -0.15
H 2.17400 -3.15761 -3.00392 0.12 0.08 0.24
C 3.92693 -3.87760 -0.64841 -0.40 0.59 0.84
H 3.59011 -4.60004 -1.40262 -0.07 0.21 0.11
H 3.35125 -3.96920 0.28330 0.23 -0.32 -0.19
H 5.00734 -3.95072 -0.46473 -0.28 0.03 0.08
C -0.87430 3.84428 2.19014 0.36 0.11 0.02
H -0.53696 4.59855 2.92005 -0.60 0.16 -0.46
H -1.95822 3.62793 2.23880 0.56 0.24 0.25
H -0.65455 4.13997 1.14320 0.02 0.13 0.75
C -0.77688 1.44539 3.90769 0.28 0.11 0.18
H -0.80529 0.36616 3.64367 0.13 0.68 0.53
H -1.82083 1.79707 3.98357 0.54 -0.08 0.26
H -0.17942 1.63655 4.81554 -0.71 -0.37 0.00
W -0.80592 -0.21293 -0.49393 3.41 0.71 4.09
C -1.55207 -1.44639 -1.80726 -0.82 -1.14 -1.75
C -0.81711 -0.32791 -2.44410 -0.80 -0.83 -3.31
C -1.55265 0.89505 -2.98416 -0.19 0.57 -0.63
C -2.46450 1.59706 -1.92606 -0.24 0.82 -0.50
C -1.97580 1.35495 -0.50749 -1.45 3.09 1.20
C -2.54254 0.23558 0.32516 -1.50 1.21 -0.09
C -3.55481 -0.70345 -0.26562 -1.16 -0.18 0.03
C -3.05571 -1.39653 -1.59369 -1.51 -0.88 -0.38
C 1.78143 2.68648 2.92737 -0.05 0.18 0.03
H -1.10965 -2.44243 -1.83486 0.06 0.16 -0.17
H 0.13981 -0.52743 -2.92317 -0.11 -0.27 0.05
H -2.14756 0.62628 -3.88188 0.30 0.03 0.46
H -0.80557 1.64502 -3.32947 -0.37 -0.62 0.25
H -2.43303 2.68657 -2.13370 0.03 -0.64 0.16
H -3.53748 1.33580 -2.01806 0.64 -0.15 0.01
H -1.70739 2.23394 0.08975 -0.41 -0.14 -0.29
H -2.66847 0.50166 1.37702 0.23 -0.31 -0.13
H -4.51178 -0.15608 -0.43397 0.54 -0.44 -0.14
H -3.80938 -1.47908 0.49163 0.30 0.44 -0.50
H -3.40787 -2.44980 -1.52877 0.22 0.68 -0.21
H -3.54999 -0.97327 -2.49110 0.25 -0.11 0.55
H 2.20421 1.84335 3.50953 -0.28 0.73 0.01
H 1.73827 3.65492 3.45736 0.89 -0.45 -0.05
H 2.35104 2.71115 1.96706 -0.54 0.45 0.88
O 3.63412 1.75100 0.36747 2.58 -2.42 1.30
N 4.22236 0.90176 1.05439 -4.88 1.15 1.39
O 3.70957 0.30702 2.02642 2.40 1.16 -2.84
O 4.95914 -1.46027 -1.52496 -2.12 -0.26 1.15
```
Forces are in eV/Å.

* 2S+1: 3
* charge: +2
* <S²>: 2.017
* HOMO energy (spin up / spin down): -12.979 / -12.841 eV
* HOMO-LUMO gap (spin up / spin down): 3.186 / 3.041 eV
* energy relative to the best compared isomer or geometry (same formula, charge and spin): 242.2 kJ/mol

A cluster of 7 separate species, C7H7Cl21 in total, computed with ωB97M-V/def2-TZVPD.

XYZ file:
```
35
Properties=species:S:1:pos:R:3:forces:R:3
Cl -6.43749 -11.92567 12.81787 -0.03 0.03 0.11
C -5.85530 -13.51168 13.32579 0.14 0.05 -0.24
Cl -6.61719 -14.01026 14.81499 -0.09 -0.08 0.19
Cl -4.09262 -13.50044 13.47728 0.06 0.01 0.02
H -6.10062 -14.22383 12.54997 -0.06 -0.03 -0.01
Cl -3.57097 -9.62809 13.36380 0.10 -0.08 0.02
C -4.14371 -8.20918 14.23326 -0.13 0.25 -0.06
Cl -5.74653 -8.48962 14.91260 0.00 -0.01 -0.02
Cl -4.13344 -6.78648 13.18194 -0.04 -0.12 0.07
H -3.47141 -8.01205 15.05640 0.07 -0.06 -0.01
Cl -2.55826 -8.36903 6.30308 -0.01 0.01 -0.02
C -4.23963 -8.86187 6.53996 0.09 -0.02 0.04
Cl -4.65203 -10.20521 5.48280 -0.12 0.01 -0.02
Cl -5.34215 -7.50739 6.29461 0.03 0.01 0.04
H -4.32500 -9.19160 7.56763 -0.11 -0.03 0.00
Cl -3.71371 -14.28965 5.40450 0.09 0.04 0.05
C -2.61681 -13.80192 6.70753 -0.12 -0.10 -0.21
Cl -1.95940 -12.20136 6.42441 0.06 0.06 0.03
Cl -1.31028 -14.97355 6.90636 -0.11 -0.04 0.08
H -3.20174 -13.77535 7.61605 0.06 -0.03 0.06
Cl -7.28615 -9.00781 8.98575 0.00 0.06 -0.07
C -7.81656 -9.97486 10.36370 -0.01 0.03 -0.23
Cl -9.37831 -10.72881 10.04574 0.02 -0.02 0.00
Cl -7.87201 -9.00657 11.82837 0.06 0.05 0.10
H -7.08239 -10.75789 10.48843 -0.03 -0.05 0.10
Cl 2.22662 -12.61353 10.38376 0.05 -0.01 0.01
C 1.17810 -12.63172 8.96270 0.00 0.08 0.09
Cl 1.92466 -13.51158 7.63412 0.01 0.05 0.03
Cl 0.74668 -10.98929 8.48814 0.08 0.01 -0.02
H 0.26652 -13.13478 9.25337 -0.02 -0.07 -0.15
Cl -4.90782 -12.05585 9.41491 -0.08 -0.04 -0.09
C -3.40421 -11.72159 10.27368 0.07 0.29 -0.06
Cl -2.69043 -10.21060 9.70647 -0.05 -0.10 0.06
Cl -2.29068 -13.07066 10.08375 0.11 -0.14 0.08
H -3.61946 -11.62291 11.32989 -0.11 0.00 0.01
```
Forces are in eV/Å.

* structure (SMILES): ClC(Cl)Cl.ClC(Cl)Cl.ClC(Cl)Cl.ClC(Cl)Cl.ClC(Cl)Cl.ClC(Cl)Cl.ClC(Cl)Cl
* 2S+1: 1
* HOMO energy: -10.880 eV
* HOMO-LUMO gap: 11.036 eV
* energy relative to the best compared isomer or geometry (same formula, charge and spin): 0.0 kJ/mol

A structure of composition C21H25LiN3O2PS2, computed with ωB97M-V/def2-TZVPD.

XYZ file:
```
55
Properties=species:S:1:pos:R:3:forces:R:3
Li 0.03744 -1.32754 0.08231 0.04 -0.15 0.03
C 4.45760 -1.87510 -0.09697 -0.01 -0.01 0.01
C 4.74241 -1.90221 1.25639 -0.03 0.00 0.00
C 3.69656 -1.99847 2.16076 -0.03 0.00 -0.04
C 2.39541 -2.05683 1.67805 0.11 -0.04 0.03
N 2.12102 -2.01904 0.37037 -0.04 0.04 0.02
C 3.12738 -1.93553 -0.48711 0.04 0.03 -0.07
C 1.20698 -2.16686 2.57212 -0.05 -0.02 0.09
C 1.26915 -2.28166 3.95678 -0.02 -0.01 -0.05
C 0.07794 -2.37025 4.65915 0.01 0.00 -0.01
C -1.12950 -2.34511 3.98183 0.01 -0.01 -0.06
C -1.10200 -2.22378 2.59591 0.03 -0.01 0.07
N 0.04419 -2.14125 1.93606 -0.01 -0.02 0.15
C -2.31520 -2.16297 1.72834 -0.10 -0.05 0.04
C -3.60220 -2.06899 2.24489 0.04 -0.01 -0.05
C -4.67054 -2.00859 1.36460 0.04 0.00 -0.02
C -4.42023 -2.03941 0.00364 0.00 -0.01 0.03
C -3.10167 -2.12205 -0.42012 -0.05 0.03 -0.07
N -2.07442 -2.18955 0.41442 0.06 0.18 0.13
H 5.24000 -1.80133 -0.83876 0.01 0.00 -0.01
H 5.76446 -1.84869 1.60768 0.00 0.00 0.00
H 3.89593 -2.01789 3.22164 0.00 0.00 0.02
H 2.85305 -1.90586 -1.53532 0.00 0.02 -0.01
H 2.21190 -2.30223 4.48194 0.02 0.00 0.00
H 0.09169 -2.45935 5.73742 0.00 0.00 0.00
H -2.05987 -2.41888 4.52428 -0.02 0.00 0.00
H -3.77100 -2.02599 3.31056 -0.01 0.00 0.02
H -5.68266 -1.92890 1.73897 0.00 0.00 0.00
H -5.22180 -1.98708 -0.71914 -0.01 0.00 -0.01
H -2.85258 -2.11447 -1.47417 0.00 0.02 -0.01
C -2.37994 2.50498 -2.88617 0.00 0.00 -0.01
C -2.36129 3.02235 -1.45991 -0.03 0.02 -0.07
C -1.87199 4.45676 -1.36763 -0.02 -0.01 0.03
O -1.62117 2.18194 -0.55163 -0.03 -0.03 0.09
P -0.23285 1.42429 -0.75657 0.11 0.06 -0.09
S 0.44856 1.02182 1.04871 -0.06 -0.10 -0.07
S -0.39497 -0.16511 -1.96094 0.01 0.07 -0.10
O 0.59689 2.60018 -1.47884 -0.09 0.02 0.05
C 1.85408 2.53059 -2.17924 0.02 0.05 -0.05
C 2.83225 1.54399 -1.57126 -0.01 -0.02 0.03
C 1.60063 2.27473 -3.65428 0.05 0.02 -0.02
H -3.08668 3.10203 -3.46586 0.01 0.00 -0.01
H -2.68301 1.46078 -2.92125 -0.03 -0.01 -0.01
H -1.39538 2.58429 -3.34937 -0.03 0.00 0.02
H -3.37542 2.97510 -1.05296 0.03 -0.02 -0.05
H -0.86082 4.54739 -1.75838 0.02 -0.01 -0.02
H -1.87536 4.79453 -0.33181 0.00 0.00 0.01
H -2.53457 5.10181 -1.94744 -0.01 0.02 0.00
H 2.25715 3.54090 -2.06201 -0.02 -0.04 0.01
H 2.44971 0.52867 -1.66842 0.01 -0.03 0.00
H 2.99423 1.74987 -0.51424 0.00 0.00 0.00
H 3.78434 1.61158 -2.10134 0.00 0.02 -0.01
H 1.22026 1.26630 -3.81267 0.00 0.00 0.02
H 2.53293 2.39817 -4.20870 0.00 -0.01 -0.03
H 0.87301 2.98792 -4.04426 0.02 0.01 0.00
```
Forces are in eV/Å.

* 2S+1: 1
* HOMO energy: -7.410 eV
* HOMO-LUMO gap: 7.317 eV

A cluster of 6 separate species, C18H50N2O8 in total at a distorted geometry, computed with ωB97M-V/def2-TZVPD.

XYZ file:
```
78
Properties=species:S:1:pos:R:3:forces:R:3
C 3.24976 -1.28318 -2.01694 -0.87 -0.88 -2.17
O 2.12583 -0.63190 -2.65688 1.68 -1.01 0.74
C 2.18415 0.75706 -2.67763 -2.40 1.18 0.78
C 1.39638 1.21893 -3.88871 1.50 -0.01 0.05
N 2.21918 0.76289 -5.05171 -1.85 1.58 0.06
C 1.35133 0.65016 -6.23826 1.87 -1.28 -1.01
C 2.21125 0.19321 -7.44718 0.20 -1.41 0.86
O 2.64231 -1.19496 -7.18100 -0.90 0.80 -0.47
C 3.46743 -1.81583 -8.18023 -0.32 1.85 1.32
H 2.81484 -2.25983 -1.80459 0.49 -0.06 0.55
H 3.81735 -0.85080 -1.19292 -0.74 0.51 0.19
H 3.92799 -1.43403 -2.85680 0.68 -0.16 0.23
H 3.13631 1.28440 -2.61935 0.45 -0.62 -0.12
H 1.58216 0.99977 -1.80196 0.19 1.00 0.36
H 1.29492 2.30169 -3.81512 0.23 0.21 -0.37
H 0.36868 0.85879 -3.84145 -0.03 -0.49 -0.20
H 2.55554 -0.14282 -4.75738 -0.12 -0.38 -0.55
H 0.89013 1.56710 -6.60518 0.02 0.36 0.79
H 0.58526 -0.10448 -6.06003 -0.36 0.01 -0.20
H 3.08916 0.82726 -7.57104 0.23 0.10 0.27
H 1.65505 0.28219 -8.38036 -0.29 -0.41 -0.16
H 3.01437 -1.73406 -9.16823 -0.12 -0.53 -0.11
H 3.67495 -2.81432 -7.79543 -0.07 0.01 -0.49
H 4.36464 -1.19688 -8.17640 0.59 -0.37 -0.41
C -4.42755 -1.97548 5.21339 0.44 -1.74 -1.12
O -3.30002 -2.85340 5.37300 -0.13 0.53 1.97
C -2.89932 -3.64473 4.31282 -1.25 0.16 -1.35
C -1.63352 -4.33968 4.60840 1.89 -0.18 0.39
N -0.45098 -3.48284 4.85077 -0.33 -0.12 -0.39
C -0.23110 -2.57906 3.73458 1.35 -0.77 -1.60
C 0.27102 -3.37268 2.42052 -1.43 2.66 0.17
O 0.24433 -2.30107 1.35778 -1.80 -1.33 2.00
C 1.24734 -2.15310 0.41013 0.58 -1.75 0.53
H -5.28251 -2.60751 4.97322 -0.31 0.01 -0.42
H -4.16475 -1.35905 4.35371 -0.55 0.71 0.27
H -4.73886 -1.49170 6.13920 0.90 0.28 -0.07
H -2.85325 -3.08508 3.37861 0.45 0.62 -0.13
H -3.60429 -4.40999 3.98805 -0.73 -0.40 0.60
H -1.36745 -4.96063 3.75300 -0.24 -0.14 -0.04
H -1.70259 -5.02391 5.45406 -0.29 0.09 0.13
H -0.60733 -2.93246 5.68308 -0.06 0.04 0.13
H 0.63263 -1.93558 3.90195 -0.10 0.15 0.53
H -1.06727 -1.91919 3.50330 -0.13 -0.12 -0.24
H -0.45621 -4.12609 2.11786 0.27 -0.07 -0.17
H 1.23671 -3.81075 2.67279 0.19 0.17 -0.52
H 1.47695 -3.09215 -0.09342 0.00 -0.46 -0.06
H 2.10605 -1.93354 1.04456 0.80 0.96 -1.07
H 0.86763 -1.53350 -0.40228 0.46 0.79 0.41
O -1.90630 2.34025 -2.59971 -0.41 -0.07 -0.76
H -1.38308 3.10067 -2.34629 0.34 0.43 0.23
H -1.85060 1.74951 -1.84861 0.08 -0.37 0.45
C -5.39088 1.74467 1.03135 1.35 0.72 -1.35
C -4.03744 1.03613 1.22320 -1.80 0.42 0.95
O -3.36189 1.59540 2.35378 -0.60 -0.80 -0.81
H -6.07252 1.79468 1.88046 0.31 -0.51 0.11
H -5.82267 1.24065 0.16671 -0.55 0.08 0.08
H -5.18624 2.76963 0.72202 -0.20 0.21 0.00
H -3.36036 1.00329 0.36963 -0.32 0.52 -0.38
H -4.39601 0.01192 1.32585 0.72 -0.67 0.74
H -2.54342 1.10335 2.25579 0.80 0.00 0.83
C 2.63769 5.14723 2.04218 0.83 -0.82 0.82
C 1.24723 4.98771 2.61839 -0.62 1.30 -0.46
O 0.34256 5.82404 1.91222 -0.27 0.64 -1.34
H 3.25187 4.39168 2.53210 0.03 -0.58 -0.02
H 3.23834 6.01722 2.30758 -0.72 0.64 -0.34
H 2.68430 4.90459 0.98056 -0.19 0.33 0.00
H 1.10688 5.38518 3.62359 0.86 -1.03 0.60
H 0.93188 3.95820 2.44887 0.02 -0.15 0.61
H -0.38763 6.12249 2.45935 0.07 -0.28 0.12
C 1.24184 1.09709 1.68310 -0.41 -0.38 -0.40
C -0.26689 1.22118 1.28484 1.35 1.61 -0.05
O -1.05257 0.22727 1.86645 0.16 -0.17 0.37
H 1.40262 0.58648 2.63259 -0.39 -0.12 0.14
H 1.82105 2.01611 1.77265 -0.36 0.22 -0.35
H 1.70380 0.48193 0.91091 0.34 0.04 0.08
H -0.35758 1.14937 0.20099 0.18 0.07 -0.27
H -0.65281 2.21060 1.53024 -0.17 -0.06 0.27
H -0.49578 -0.53573 1.69493 -0.49 -1.28 0.24
```
Forces are in eV/Å.

* 2S+1: 2
* charge: -1
* <S²>: 0.751
* HOMO energy (spin up / spin down): 0.788 / -6.508 eV
* HOMO-LUMO gap (spin up / spin down): 1.875 / 9.132 eV

Number 1: energy -44065.535 eV. Number 2: energy -270343.394 eV. Number 3: energy -61918.263 eV. Number 4: energy -38830.161 eV.